Here is C5H6O2 as an isolated structure in a non-equilibrium geometry from the Open Molecules 2025 dataset. Energies are from ωB97M-V/def2-TZVPD.

Geometry as XYZ:
```
13
Properties=species:S:1:pos:R:3:lowdin_charge:R:1
O 1.969 -0.812 0.789 0.01
C 0.607 -0.605 0.673 -0.26
C 0.195 0.860 0.370 -0.21
O 0.629 0.605 -1.018 -0.07
C 0.027 -0.710 -0.779 -0.20
C -1.428 -0.320 -0.573 -0.02
C -1.285 0.687 0.304 -0.03
H 2.370 -0.335 0.046 0.11
H 0.099 -1.114 1.494 0.15
H 0.622 1.770 0.784 0.15
H 0.349 -1.493 -1.472 0.15
H -2.052 0.183 -1.295 0.12
H -2.103 1.284 0.677 0.11
```

Results
- relative energy (zero: lowest compared OMol25 entry of this formula, charge and spin) (eV) = 4.086
- Kohn-Sham gap (eV) = 9.97
- charge = 0
- highest occupied orbital energy (eV) = -9.26

***

Here is one molecule with the formula C5H6O2 from the Open Molecules 2025 dataset. Energies are from ωB97M-V/def2-TZVPD.

Geometry as XYZ:
```
13
Properties=species:S:1:pos:R:3:lowdin_charge:R:1
O -0.930 -2.120 0.110 0.11
C -0.695 -0.935 0.074 -0.34
C -1.714 0.196 0.003 -0.11
O -0.982 1.399 0.127 -0.12
C 0.372 1.171 -0.258 -0.15
C 1.768 -0.890 0.409 0.12
C 0.641 -0.268 0.085 -0.20
H -2.432 0.125 0.826 0.14
H -2.267 0.145 -0.948 0.14
H 1.002 1.883 0.281 0.13
H 1.745 -1.950 0.654 0.08
H 2.726 -0.378 0.454 0.08
H 0.497 1.342 -1.340 0.13
```

Results
- SMILES = C=C1COCC1=O
- relative energy (zero: lowest compared OMol25 entry of this formula, charge and spin) (eV) = 1.184
- Kohn-Sham gap (eV) = 9.78
- charge = 0
- highest occupied orbital energy (eV) = -9.72

***

Here is C5H6O2 as an isolated structure from the Open Molecules 2025 dataset. Energies are from ωB97M-V/def2-TZVPD.

Geometry as XYZ:
```
13
Properties=species:S:1:pos:R:3:lowdin_charge:R:1
O 0.850 -0.729 -1.690 -0.07
C 0.336 -0.216 -0.589 -0.62
C -1.240 -0.120 -0.655 0.00
O -1.113 1.199 -1.307 0.03
C 0.176 1.215 -1.149 0.08
C 0.410 -0.484 1.918 0.02
C 1.007 -0.483 0.730 -0.07
H -1.829 -0.010 0.254 0.11
H -1.674 -0.804 -1.382 0.14
H 0.688 2.056 -1.641 0.16
H -0.660 -0.328 2.033 0.05
H 0.970 -0.634 2.836 0.06
H 2.078 -0.660 0.643 0.11
```

Results
- relative energy (zero: lowest compared OMol25 entry of this formula, charge and spin) (eV) = 4.475
- Kohn-Sham gap (alpha / beta) (eV) = 8.78 / 8.78
- charge = 0
- highest occupied orbital energy (alpha / beta) (eV) = -8.82 / -8.82